{"formula": "C22H30N4O2", "method": "ωB97M-V with the def2-TZVPD basis set", "lumo_ev": 0.48, "homo_energy_ev": -7.6465, "gap_ev": 8.1, "relative_energy_kj_mol": 138.9, "smiles": "CCCN(CCC)CCNC(=O)c1cn(C)c(=O)c2c1c1ccccc1n2C", "multiplicity": 1, "species": ["C", "C", "C", "N", "C", "C", "C", "C", "C", "N", "C", "O", "C", "C", "N", "C", "C", "O", "C", "C", "C", "C", "C", "C", "C", "C", "N", "C", "H", "H", "H", "H", "H", "H", "H", "H", "H", "H", "H", "H", "H", "H", "H", "H", "H", "H", "H", "H", "H", "H", "H", "H", "H", "H", "H", "H", "H", "H"], "positions_angstrom": [[3.66661, -4.14910, -3.94748], [3.36708, -4.20949, -2.45446], [2.99427, -2.82714, -1.91612], [2.98528, -2.77380, -0.46687], [3.15951, -1.44430, 0.08388], [2.30489, -0.31360, -0.51209], [2.36937, 0.93904, 0.35177], [2.08062, -3.66872, 0.20894], [0.56344, -3.54214, -0.04306], [-0.02177, -2.40198, 0.61974], [-0.86822, -1.54645, -0.00514], [-1.23989, -1.71427, -1.14961], [-1.28410, -0.39769, 0.85098], [-1.67632, -0.60470, 2.13798], [-2.06642, 0.39506, 2.97634], [-2.50696, 0.04473, 4.30945], [-2.06675, 1.74221, 2.62775], [-2.40088, 2.59579, 3.44404], [-1.65066, 1.96941, 1.27223], [-1.29634, 0.94537, 0.38363], [-0.96397, 1.57755, -0.85293], [-0.56466, 1.12193, -2.10982], [-0.31159, 2.04831, -3.09537], [-0.45559, 3.41905, -2.86209], [-0.86885, 3.89767, -1.63876], [-1.12545, 2.96965, -0.63384], [-1.54273, 3.18338, 0.64944], [-1.81849, 4.47267, 1.22065], [2.80331, -3.77375, -4.49266], [4.50874, -3.48940, -4.14418], [3.90918, -5.13834, -4.32819], [4.24403, -4.57151, -1.91491], [2.54912, -4.91191, -2.28703], [3.75743, -2.11722, -2.24594], [2.03553, -2.51341, -2.35967], [4.21648, -1.17557, -0.04779], [2.97348, -1.50354, 1.15950], [2.66242, -0.07343, -1.51461], [1.26922, -0.63292, -0.60325], [3.40002, 1.26509, 0.47662], [1.80530, 1.74514, -0.11143], [1.94745, 0.75127, 1.33783], [2.26105, -3.56733, 1.28433], [2.36487, -4.68763, -0.06926], [0.08172, -4.46132, 0.31412], [0.34685, -3.43497, -1.10773], [0.29414, -2.19615, 1.55382], [-1.73230, -1.59778, 2.56040], [-1.70793, -0.45509, 4.85909], [-2.77229, 0.97076, 4.81854], [-3.37907, -0.60865, 4.26367], [-0.48286, 0.06586, -2.30564], [-0.00085, 1.71467, -4.07419], [-0.24731, 4.11451, -3.66198], [-0.99256, 4.95582, -1.46568], [-0.92037, 5.09455, 1.20255], [-2.14231, 4.33420, 2.25006], [-2.60736, 4.97514, 0.65635]]}